Molecular formula: C10H14N3S
Method: DFT, ωB97M-V with the def2-TZVPD basis set

Last column: natural (NBO) charge in e.
CARTESIAN COORDINATES (ANGSTROEM)
1 C -1.271 -1.999 -2.239  -0.286
2 C -0.010 -2.002 -1.631  -0.152
3 C -2.582 1.407 -1.466  -0.044
4 C -1.940 0.899 -0.393  -0.088
5 C -2.279 -2.153 -1.286  -0.286
6 C -0.560 1.066 -2.135  0.152
7 C 0.035 -1.952 -0.270  -0.461
8 C 1.059 1.729 1.688  -0.609
9 C 0.450 0.235 -0.129  0.363
10 C 0.528 0.301 1.398  -0.114
11 N -1.745 1.451 -2.534  -0.391
12 N -0.551 0.794 -0.816  -0.418
13 N 1.465 -0.748 1.833  -0.839
14 S -1.647 -2.108 0.299  0.462
15 H -1.393 -1.798 -3.356  0.275
16 H 0.922 -1.883 -2.320  0.256
17 H -3.520 1.873 -1.443  0.234
18 H -2.161 0.753 0.586  0.223
19 H -3.340 -2.074 -1.293  0.263
20 H 0.035 1.078 -3.061  0.277
21 H 1.583 2.241 0.885  0.236
22 H 0.250 2.410 1.689  0.240
23 H 1.565 1.790 2.528  0.229
24 H 1.397 0.244 -0.596  0.227
25 H -0.555 0.054 1.756  0.202
26 H 2.018 -0.358 2.633  0.397
27 H 0.836 -2.151 0.386  0.283
28 H 0.981 -1.576 2.074  0.369

As for the spin multiplicity: 1. The value obtained for the largest force on an atom is 5.08 eV/A. The calculation puts the energy above the lowest of the compared OMol25 structures with the same formula, charge and spin at 2.944 eV. For the energy, the calculation gives -951.52335 a.u. The charge is +1. Its HOMO energy is -12.9 eV.

Molecular formula: C10H14N3S
Method: DFT, ωB97M-V with the def2-TZVPD basis set

Last column: natural (NBO) charge in e.
CARTESIAN COORDINATES (ANGSTROEM)
1 H 1.453 3.055 -0.889  0.333
2 N 1.990 2.368 -0.221  -0.567
3 C 1.561 1.202 -0.005  0.271
4 C 2.229 0.392 0.937  -0.490
5 C 2.361 -1.097 0.534  -0.498
6 C 1.767 -1.485 -0.780  0.205
7 N 0.729 -0.807 -1.207  -0.499
8 C 0.369 0.403 -0.554  0.197
9 N -0.505 1.134 -1.486  -0.734
10 C -0.600 0.163 0.970  -0.429
11 C -2.020 -0.055 0.560  -0.291
12 C -2.579 -1.275 0.219  -0.215
13 C -3.971 -1.203 -0.053  -0.229
14 C -4.380 0.093 0.076  -0.378
15 S -3.152 1.232 0.488  0.448
16 H 3.245 0.866 1.111  0.274
17 H 1.698 0.403 1.840  0.253
18 H 1.923 -1.903 1.115  0.256
19 H 3.399 -1.365 0.548  0.256
20 H 2.089 -2.499 -1.230  0.235
21 H -0.649 0.622 -2.303  0.459
22 H 0.056 2.094 -1.522  0.442
23 H -1.508 1.351 -1.075  0.450
24 H -0.378 1.113 1.514  0.243
25 H -0.341 -0.850 1.564  0.271
26 H -1.892 -2.064 0.132  0.231
27 H -4.671 -2.014 -0.320  0.260
28 H -5.366 0.427 -0.010  0.245

As for the spin multiplicity: 1. The value obtained for the largest force on an atom is 5.48 eV/A. The calculation puts the energy above the lowest of the compared OMol25 structures with the same formula, charge and spin at 1.995 eV. For the energy, the calculation gives -951.55821 a.u. The charge is +1. Its HOMO energy is -12.3 eV.